One molecule with the formula C3H7N3O2 in a non-equilibrium geometry. Source: OMol25; level of theory: the ωB97M-V functional and the def2-TZVPD basis.

The geometry in XYZ format:
```
15
Properties=species:S:1:pos:R:3
C 0.3406 -0.2910 0.4524
C 0.5871 -0.9578 1.7121
C 1.2100 0.8165 -1.5334
N 1.2251 0.3021 -0.1779
N -1.3084 -0.5097 0.0117
N -2.0264 0.5838 -0.3854
O -1.4834 1.6601 -0.1260
O -3.1443 0.4119 -0.7904
H 1.6278 -0.5721 2.1073
H -0.0979 -0.7684 2.5043
H 0.8363 -2.0085 1.4944
H 2.2546 1.2758 -1.6088
H 0.4480 1.5675 -1.7597
H 1.1699 -0.0172 -2.1505
H -1.6391 -1.4929 0.2498
```

Values from the calculation:
HOMO energy = -10.04 eV
Net charge = 0
ΔE to the lowest compared entry with this formula, charge and spin = 658.32 kJ/mol
SMILES = C/N=C(/C)N[N+](=O)[O-]
Gap between HOMO and LUMO = 0.3906 Eh


C23H36CaNSi3 as an isolated structure in a non-equilibrium geometry. Source: OMol25; level of theory: the ωB97M-V functional and the def2-TZVPD basis.

The geometry in XYZ format:
```
64
Properties=species:S:1:pos:R:3
Ca -0.8226 0.4275 -0.0190
C 1.1466 1.4958 3.0090
Si 2.2744 0.8915 1.5949
C 2.4613 -0.9798 1.7900
C 3.9992 1.6207 1.9834
C 1.4906 1.3626 0.0012
C 0.9759 2.7468 -0.0003
C 1.7851 3.9014 0.0032
C 1.2055 5.1524 -0.0006
C -0.1847 5.2606 -0.0089
C -0.9211 4.0941 -0.0126
N -0.3636 2.8829 -0.0077
Si 2.2788 0.8930 -1.5913
C 4.0048 1.6225 -1.9739
C 1.1550 1.5007 -3.0075
C 2.4665 -0.9773 -1.7899
H 1.5726 1.2659 3.9884
H 0.1612 1.0205 2.9577
H 0.9956 2.5779 2.9581
H 2.7673 -1.2314 2.8094
H 3.2205 -1.3731 1.1097
H 1.5237 -1.4967 1.5710
H 4.3599 1.3036 2.9655
H 3.9845 2.7141 1.9704
H 4.7263 1.2900 1.2361
H 2.8604 3.7805 0.0082
H 1.8151 6.0486 0.0017
H -0.6712 6.2263 -0.0132
H -2.0066 4.1130 -0.0225
H 3.9912 2.7160 -1.9590
H 4.3674 1.3067 -2.9557
H 4.7298 1.2896 -1.2256
H 1.0043 2.5827 -2.9554
H 0.1692 1.0254 -2.9600
H 1.5837 1.2718 -3.9858
H 3.2222 -1.3724 -1.1066
H 2.7778 -1.2266 -2.8081
H 1.5280 -1.4955 -1.5778
C -4.4811 0.3144 1.6623
Si -3.6207 0.7324 -0.0193
C -4.4808 -0.5639 -1.1629
C -4.5748 2.3425 -0.5164
H -5.5746 0.3110 1.5831
H -4.2079 1.0273 2.4473
H -4.1697 -0.6789 2.0013
H -5.5743 -0.5323 -1.0907
H -4.1530 -1.5714 -0.8882
H -4.2114 -0.4129 -2.2134
H -5.6608 2.1948 -0.5254
H -4.2783 2.6812 -1.5148
H -4.3603 3.1593 0.1820
C -0.7016 -1.9199 -0.0409
C -0.7937 -3.1411 -0.0203
C -0.8861 -4.5656 -0.0017
C -1.4711 -5.2630 -1.0669
C -1.5433 -6.6456 -1.0555
C -1.0386 -7.3680 0.0177
C -0.4671 -6.6894 1.0861
C -0.3923 -5.3069 1.0794
H -1.8706 -4.6973 -1.8985
H -2.0040 -7.1671 -1.8862
H -1.0849 -8.4501 0.0191
H -0.0827 -7.2455 1.9330
H 0.0491 -4.7764 1.9130
```

Values from the calculation:
HOMO energy = -3.76 eV
Net charge = -1
Gap between HOMO and LUMO = 0.2379 Eh


C6H9N3 as an isolated structure in a non-equilibrium geometry. Source: OMol25; level of theory: the ωB97M-V functional and the def2-TZVPD basis.

The geometry in XYZ format:
```
18
Properties=species:S:1:pos:R:3
C -2.9297 0.0938 0.1560
C -1.9580 1.0466 0.4692
C -1.1565 -0.7454 -0.3912
C 0.6746 0.3930 0.0801
C 1.3979 1.4007 -0.7922
C 1.5104 -1.9019 0.2959
N -2.4295 -1.0137 -0.3699
N -0.7898 0.4427 0.1079
N 0.8587 -0.9317 -0.5066
H -3.8953 0.1167 0.5138
H -1.9892 2.1185 0.5627
H 0.9509 0.3085 1.2629
H 2.4616 1.2078 -0.4548
H 1.1888 2.3798 -0.5209
H 1.0160 1.3951 -1.8477
H 2.4610 -1.5297 0.5086
H 0.9553 -2.1075 1.2410
H 1.6728 -2.6734 -0.3148
```

Values from the calculation:
HOMO energy = -8.68 eV
Net charge = 0
ΔE to the lowest compared entry with this formula, charge and spin = 444.08 kJ/mol
Gap between HOMO and LUMO = 0.3228 Eh


C2H2ClF4NO4S2 as an isolated structure in a non-equilibrium geometry. Source: OMol25; level of theory: the ωB97M-V functional and the def2-TZVPD basis.

The geometry in XYZ format:
```
16
Properties=species:S:1:pos:R:3
C 0.4354 -1.9642 0.5166
C 0.3339 -0.6209 1.0478
N 0.1380 0.4369 -0.1263
O -2.1150 1.1682 -1.3804
O -0.0417 0.2327 -2.5244
O 0.1317 2.6079 -1.0851
O 1.3774 2.4024 1.0506
F -0.6634 -0.3521 1.8941
F 1.5275 -0.2972 1.7179
F -1.4040 -1.0811 -1.1234
F -0.9994 2.2046 1.0689
S -0.9334 0.3762 -1.4704
S 0.3444 1.9928 0.2164
Cl 1.3219 -1.9871 -1.0504
H 1.0799 -2.6435 1.0801
H -0.5332 -2.4758 0.1680
```

Values from the calculation:
HOMO energy = -11.75 eV
Net charge = 0
ΔE to the lowest compared entry with this formula, charge and spin = 0.00 kJ/mol
Gap between HOMO and LUMO = 0.4396 Eh


C15H40AgN3O4 as an isolated structure in a non-equilibrium geometry. Source: OMol25; level of theory: the ωB97M-V functional and the def2-TZVPD basis.

The geometry in XYZ format:
```
63
Properties=species:S:1:pos:R:3
Ag -0.2723 -0.2337 -0.5203
C 2.4369 -2.9685 -0.2487
C 1.0554 -3.4153 0.2808
C 1.2233 -3.8653 1.7348
O 0.1027 -2.4406 0.1410
H 2.3531 -2.7852 -1.3202
H 3.1553 -3.7885 -0.1147
H 2.8039 -2.0791 0.2712
H 0.8047 -4.3153 -0.3253
H 1.9130 -4.7226 1.7573
H 0.2943 -4.1221 2.2388
H 1.7658 -3.1006 2.3106
C -1.4922 -0.9625 2.9370
C -0.2753 -0.0605 3.0338
C 0.5404 -0.3896 4.2818
O 1.6693 0.4671 4.3083
C 2.4714 0.2671 5.4582
N 0.5205 -0.2040 1.8193
H -2.0754 -0.8548 3.8530
H -1.1729 -1.9987 2.8118
H -2.0687 -0.6978 2.0519
H -0.6431 0.9668 3.1371
H 0.8234 -1.4496 4.2631
H -0.0756 -0.1811 5.1718
H 2.1952 1.0115 6.2163
H 3.5061 0.4900 5.1945
H 2.3867 -0.7433 5.8535
H 0.6855 -1.1868 1.5639
H 1.4277 0.2381 1.9292
C 1.7734 -0.5200 -3.2069
C 2.0068 0.9092 -2.7473
C 0.9273 1.8604 -3.1535
O 1.2084 3.1264 -2.6433
C 0.2417 4.0792 -2.9688
N 2.0229 0.9056 -1.2474
H 1.9239 -0.6126 -4.2866
H 0.7485 -0.8490 -3.0143
H 2.4642 -1.1765 -2.6856
H 2.9923 1.2363 -3.0939
H -0.0461 1.4644 -2.8241
H 0.8526 1.8844 -4.2581
H 0.5726 5.0352 -2.5664
H -0.7233 3.8343 -2.5009
H 0.1011 4.1791 -4.0522
H 2.3809 1.8331 -1.0185
H 2.7353 0.3008 -0.8439
C -4.1649 0.3600 -2.9354
C -2.7886 0.5176 -2.2604
C -2.9471 1.2991 -0.9812
O -1.7076 1.7650 -0.5406
C -1.7231 2.4694 0.6862
N -2.1456 -0.8015 -2.0583
H -4.7678 -0.2738 -2.2777
H -4.0571 -0.1743 -3.8797
H -4.6637 1.3089 -3.1230
H -2.1365 1.0997 -2.9168
H -3.4184 0.6667 -0.2065
H -3.6587 2.1199 -1.1485
H -2.2145 3.4407 0.5690
H -0.6811 2.5696 0.9778
H -2.2545 1.9162 1.4699
H -2.7129 -1.3481 -1.4131
H -2.1996 -1.3007 -2.9400
```

Values from the calculation:
HOMO energy = -6.61 eV
Net charge = 0
ΔE to the lowest compared entry with this formula, charge and spin = 0.00 kJ/mol
Gap between HOMO and LUMO = 0.2659 Eh


One molecule with the formula C3H4N4O in a non-equilibrium geometry. Source: OMol25; level of theory: the ωB97M-V functional and the def2-TZVPD basis.

The geometry in XYZ format:
```
12
Properties=species:S:1:pos:R:3
C -0.8203 -0.1243 0.0168
C -0.6761 1.2283 0.0378
C 1.5249 -0.3279 -0.0135
H -2.8359 -0.2878 -0.0892
H -1.9824 -1.8190 -0.0611
H -1.5133 1.9082 0.1198
H 3.3493 -0.5972 0.0235
N -1.9832 -0.7995 0.0130
N 0.5731 1.7875 -0.0080
N 1.6212 1.0806 -0.0485
N 2.4936 -1.1413 0.0530
O 0.2491 -0.9076 -0.0436
```

Values from the calculation:
HOMO energy = -8.70 eV
Net charge = 0
ΔE to the lowest compared entry with this formula, charge and spin = 199.02 kJ/mol
SMILES = [H]/N=c1\nncc(N)o1
Gap between HOMO and LUMO = 0.3211 Eh


C3H9N3 as an isolated structure in a non-equilibrium geometry. Source: OMol25; level of theory: the ωB97M-V functional and the def2-TZVPD basis.

The geometry in XYZ format:
```
15
Properties=species:S:1:pos:R:3
C -0.3345 -0.3713 0.0928
C 1.0215 -0.6489 -0.4393
C -0.7904 0.2852 -1.3381
N -0.4538 0.6239 1.1349
N 0.5270 0.7318 -1.6343
N -0.0232 0.2060 2.4236
H 0.0726 1.4514 0.8722
H 0.6247 1.0255 -2.6034
H -0.9626 -1.2371 0.3123
H -0.7979 -0.2639 2.8782
H 0.7677 -0.4419 2.3729
H -1.5644 1.0628 -1.2888
H 1.8939 -0.2468 0.0683
H 1.1778 -1.5988 -0.9459
H -1.1584 -0.5780 -1.9054
```

Values from the calculation:
HOMO energy = -8.50 eV
Net charge = 0
ΔE to the lowest compared entry with this formula, charge and spin = 403.90 kJ/mol
Gap between HOMO and LUMO = 0.3418 Eh


C20H35N2O2P2Zr as an isolated structure in a non-equilibrium geometry. Source: OMol25; level of theory: the ωB97M-V functional and the def2-TZVPD basis.

The geometry in XYZ format:
```
62
Properties=species:S:1:pos:R:3
Zr 0.4013 0.3747 -0.1680
P -1.9714 1.4904 -1.6778
P 1.7395 -2.0231 0.2229
N 0.3995 -0.5431 -1.9166
H 0.3162 2.1338 -0.7853
C -1.7757 3.2915 -1.9871
H -2.6915 3.6818 -2.4520
H -0.9083 3.4232 -2.6441
H -1.5794 3.7814 -1.0266
C -3.6745 1.5404 -0.9926
H -4.2665 2.2216 -1.6200
H -3.6771 1.9001 0.0429
H -4.1168 0.5353 -1.0260
C -2.4621 0.9701 -3.3768
H -3.2779 1.6245 -3.7236
H -2.8084 -0.0739 -3.3647
H -1.6049 1.0488 -4.0585
C 3.4465 -1.5906 0.6807
H 3.9440 -2.4739 1.0701
H 3.4676 -0.7606 1.3859
H 3.9547 -1.2793 -0.2396
C 0.9190 -2.9336 1.5704
H 1.6425 -3.5104 2.1442
H 0.1928 -3.6037 1.0976
H 0.3801 -2.2557 2.2287
C 2.0377 -3.3799 -0.9426
H 2.7496 -4.0785 -0.4796
H 2.4529 -2.9815 -1.8769
H 1.0920 -3.8921 -1.1642
C 0.5348 -0.9605 -3.1723
C 1.6287 -0.7169 -5.3654
C 1.3810 -0.2325 -4.0966
C -0.1353 -2.1398 -3.6892
C 0.1274 -2.5992 -4.9681
C 1.0152 -1.8996 -5.7994
H 2.3057 -0.1624 -6.0160
H 1.8342 0.6941 -3.7315
H -0.8335 -2.6546 -3.0218
H -0.3651 -3.5083 -5.3176
H 1.2206 -2.2748 -6.7984
C -1.5662 1.2179 2.0747
O -1.1739 0.3188 1.2314
C -1.3514 2.6685 1.8764
H -1.2951 3.1763 2.8513
H -2.2060 3.0826 1.3126
H -0.4475 2.9269 1.3118
C -2.2922 0.7831 3.2764
H -1.7059 0.9867 4.1974
H -2.5276 -0.2851 3.1970
H -3.2243 1.3704 3.3004
O 1.4032 0.9006 1.6668
N 1.3323 0.7893 3.0508
C 1.5528 -0.4385 3.5941
C 1.3112 -0.6423 4.9483
C 0.9330 0.4434 5.7548
C 0.8743 1.7163 5.1946
C 1.1683 1.8844 3.8502
H 2.0485 -1.1894 2.9779
H 1.4943 -1.6351 5.3786
H 0.7555 0.2913 6.8186
H 0.6441 2.5868 5.8078
H 1.2373 2.8639 3.3837
```

Values from the calculation:
HOMO energy (alpha / beta) = -4.70 / -5.60 eV
2S+1 = 2
Net charge = 0
Gap between HOMO and LUMO (alpha / beta) = 0.1313 / 0.1783 Eh


DFT total energy for the records above, in order: -11784.490, -67999.643, -10833.024, -56846.678, -32861.200, -11181.906, -7723.388, -48237.289 eV